No. 1
ORCA calculation (ωB97M-V/def2-TZVPD) on a structure of composition C27H30N3OPdS2.

ORCA input file:
```
! wB97M-V def2-TZVPD RIJCOSX def2/J DEFGRID3
* xyz 1 1
Pd 0.042 -0.010 0.115
S -0.393 0.459 5.003
S 0.062 4.759 0.246
O 1.852 0.932 0.110
N -0.548 0.437 2.461
N -1.811 -0.698 -0.371
N -0.488 2.291 0.469
C -4.337 -0.311 -0.241
C 4.058 1.496 0.601
C -0.916 -1.800 3.364
C 0.031 4.062 1.814
C 1.974 -2.592 1.295
C -2.951 -0.502 -0.333
C -0.335 1.746 2.809
C 3.047 0.519 0.313
C 3.629 2.935 0.692
C -0.326 3.206 -0.429
C 4.704 -1.227 0.580
C 4.590 3.875 -0.030
C -0.619 -0.353 3.483
C -5.117 -0.065 -1.375
C 3.410 -0.862 0.275
C 5.340 1.078 0.882
C -7.061 0.107 0.023
C -0.400 2.900 -1.877
C -6.474 0.143 -1.233
C -0.218 1.940 4.155
C -6.291 -0.150 1.147
C 2.793 -2.919 -1.075
C 2.356 -1.903 -0.024
C 5.665 -0.271 0.888
C -4.933 -0.359 1.027
C 3.468 3.314 2.170
C -0.265 2.730 1.741
H 3.670 -3.468 -0.740
H 2.756 2.647 2.650
H -7.081 0.334 -2.104
H 2.830 -3.136 1.695
H 0.234 4.652 2.684
H 6.106 1.802 1.112
H 4.730 3.547 -1.056
H 1.423 -1.380 -0.419
H -0.059 2.854 4.686
H -1.024 -2.043 2.304
H -4.656 -0.038 -2.350
H 0.528 2.400 -2.174
H -8.120 0.277 0.126
H 1.998 -3.639 -1.260
H 4.418 3.233 2.692
H -0.522 3.797 -2.477
H -1.844 -2.034 3.884
H 1.674 -1.836 2.026
H 4.978 -2.270 0.584
H 4.186 4.884 -0.048
H 6.666 -0.584 1.137
H -6.753 -0.187 2.121
H -4.322 -0.552 1.896
H 5.560 3.903 0.459
H -1.230 2.212 -2.062
H 2.645 3.016 0.218
H 1.162 -3.301 1.138
H -0.127 -2.412 3.798
H 3.102 4.333 2.267
H 3.034 -2.425 -2.014
*
```

The orbital gap (spin up / spin down) is 5.11 / 5.07 eV. The calculation puts the energy above the lowest of the compared OMol25 structures with the same formula, charge and spin at 0.000 eV.

=====

No. 2
ORCA calculation (ωB97M-V/def2-TZVPD) on an isolated molecule of C4H8F2.

ORCA input file:
```
! wB97M-V def2-TZVPD RIJCOSX def2/J DEFGRID3
* xyz 0 1
F -1.417 0.697 1.206
F 0.556 1.695 0.282
C 1.010 -0.608 -0.291
C -1.432 0.502 -0.226
C 1.252 0.612 0.637
C -0.582 -0.887 -0.338
H -1.043 1.418 -0.801
H 1.306 -0.605 -1.396
H -2.538 0.410 -0.700
H 2.249 0.936 0.632
H 1.623 -1.602 -0.038
H -0.828 -1.514 0.569
H -1.006 -1.451 -1.210
H 0.849 0.397 1.675
*
```

The orbital gap is 11.95 eV. The SMILES is FCCCCF. The calculation puts the energy above the lowest of the compared OMol25 structures with the same formula, charge and spin at 2.598 eV.

=====

No. 3
ORCA calculation (ωB97M-V/def2-TZVPD) on a cluster of 2 separate species, C22H27N2O9S2 in total.

ORCA input file:
```
! wB97M-V def2-TZVPD RIJCOSX def2/J DEFGRID3
* xyz -1 1
S 0.235 1.576 2.272
S -1.760 3.086 0.492
O 3.321 -2.519 -2.433
O 2.881 -0.887 -0.853
O -0.917 -3.694 -1.594
O 0.391 1.740 -0.439
O -0.593 2.301 3.214
O -2.048 -1.718 -1.510
O -2.883 2.574 1.254
O -1.895 3.456 -0.910
O 1.680 1.686 2.277
N 1.213 -2.212 -1.900
N 0.234 -1.619 -1.334
C 2.515 -1.757 -1.636
C -1.769 4.989 2.504
C 5.434 -3.120 -3.431
C 0.440 6.354 1.468
C 0.572 -1.132 1.795
C 0.104 -2.439 1.708
C -3.264 -2.521 -1.707
C -4.389 -1.589 -2.129
C -1.428 -0.501 3.000
C -1.149 4.552 1.336
C -0.203 -0.163 2.428
C -1.890 -1.812 2.906
C -1.292 6.130 3.146
C 4.750 -2.190 -2.439
C -3.573 -3.343 -0.499
C 5.362 -2.288 -1.083
C -0.051 5.230 0.807
C -1.137 -2.783 2.250
C -0.184 1.066 -1.642
C -0.932 -2.479 -1.515
C -0.370 1.939 0.621
C -0.179 6.804 2.637
H 5.430 -4.160 -3.071
H 6.414 -2.004 -1.152
H -3.546 -2.736 0.414
H 4.860 -1.600 -0.403
H -2.851 -2.078 3.350
H -3.040 -3.189 -2.553
H 0.414 4.867 -0.108
H -2.021 0.266 3.490
H -1.025 1.650 -2.033
H -2.842 -4.151 -0.425
H -0.476 0.049 -1.341
H 1.537 -0.863 1.369
H 0.198 7.692 3.143
H 0.720 -3.207 1.246
H -1.493 -3.812 2.177
H -1.804 6.490 4.038
H 0.669 1.006 -2.316
H 4.824 -1.160 -2.819
H -4.518 -0.748 -1.431
H -2.620 4.443 2.901
H 6.478 -2.796 -3.535
H -4.564 -3.790 -0.607
H 5.294 -3.322 -0.718
H 1.299 6.884 1.054
H -4.213 -1.184 -3.136
H 4.975 -3.098 -4.427
H -5.324 -2.164 -2.169
*
```

The orbital gap is 3.84 eV.

=====

No. 4
ORCA calculation (ωB97M-V/def2-TZVPD) on a structure of composition C6H8N2O.

ORCA input file:
```
! wB97M-V def2-TZVPD RIJCOSX def2/J DEFGRID3
* xyz 0 1
O 1.797 1.133 -0.636
N -0.349 -1.617 -0.375
N -0.983 0.515 -0.083
C -0.927 1.954 0.081
C -2.042 -0.251 -0.081
C -0.025 -0.336 -0.268
C 2.515 -1.031 0.240
C -1.742 -1.577 -0.231
C 1.495 0.040 -0.216
H 2.425 -1.796 -0.277
H -2.295 -2.408 -0.298
H -0.481 2.352 -1.024
H -3.137 0.221 0.256
H 2.325 -0.992 1.407
H 3.569 -0.717 0.212
H -0.172 2.292 0.921
H -1.974 2.218 0.371
*
```

The orbital gap is 9.75 eV. The calculation puts the energy above the lowest of the compared OMol25 structures with the same formula, charge and spin at 2.616 eV.

=====

No. 5
ORCA calculation (ωB97M-V/def2-TZVPD) on a cluster of 20 separate species, H39O20 in total.

ORCA input file:
```
! wB97M-V def2-TZVPD RIJCOSX def2/J DEFGRID3
* xyz 0 2
O -3.558 -1.592 -1.703
O 4.425 2.912 -2.836
O 0.268 1.200 1.839
O 1.486 0.943 -0.880
O 2.844 4.696 -1.797
O -2.074 1.440 0.724
O 0.766 3.354 -1.181
O -1.741 2.945 -2.043
O -1.050 -3.698 1.799
O 1.618 -1.368 -4.661
O -0.704 -0.563 -1.390
O -1.621 -0.552 5.542
O -2.378 -4.175 -1.819
O -2.498 0.194 2.974
O 0.432 -3.807 -1.351
O -3.671 3.110 2.473
O 4.571 -1.191 1.173
O -1.582 0.543 -3.674
O 0.829 -1.203 3.846
O 2.588 -2.719 2.402
H -2.914 1.192 1.105
H -1.581 -0.015 3.149
H -0.777 3.061 -1.954
H -1.968 0.177 5.040
H -0.874 0.229 -1.906
H -1.791 -3.515 -1.470
H 0.688 3.097 -0.236
H 3.766 3.640 -2.620
H 3.137 -2.723 3.187
H 2.982 -3.110 1.642
H 0.907 -0.469 3.215
H -0.860 -0.946 5.111
H -2.643 -1.414 -1.454
H 1.433 -1.797 3.352
H -4.476 2.999 2.970
H -1.983 2.890 -1.103
H 1.349 -3.581 -1.531
H 2.154 1.146 -1.562
H -2.434 0.241 -3.339
H 2.385 4.936 -2.620
H 4.107 2.358 -2.112
H -0.505 -4.359 1.343
H -1.798 -4.862 -2.163
H 1.496 -1.781 -3.792
H -2.954 2.771 3.005
H -0.774 -2.972 1.221
H 5.383 -0.822 0.783
H -3.150 -0.339 3.435
H -1.801 0.614 0.292
H 0.102 -0.579 -0.874
H 1.027 1.326 1.269
H -0.495 1.498 1.272
H 0.806 -0.837 -4.572
H 2.163 4.015 -1.542
H -3.388 -2.440 -2.131
H -1.569 1.504 -3.709
H -0.082 -2.996 -1.325
H 1.404 1.919 -0.693
H 4.576 -0.526 1.881
*
```

The orbital gap (spin up / spin down) is 9.99 / 5.30 eV. The calculation puts the energy above the lowest of the compared OMol25 structures with the same formula, charge and spin at 0.000 eV. The expectation value of S² is 0.754.

=====

No. 6
ORCA calculation (ωB97M-V/def2-TZVPD) on a cluster of 3 separate species, C5H13NO2 in total.

ORCA input file:
```
! wB97M-V def2-TZVPD RIJCOSX def2/J DEFGRID3
* xyz 0 1
O 1.241 -0.789 -1.766
O 1.058 1.541 -0.916
N -0.911 -0.623 -0.916
C -1.112 0.899 1.583
C -0.047 -1.170 -1.932
C -0.990 -0.489 1.526
C -0.485 -1.213 0.369
C -1.907 1.549 2.470
H 1.342 0.538 -1.153
H -0.441 -0.887 -2.931
H 1.806 1.817 -0.373
H 4.349 -0.025 -1.559
H 3.706 0.271 -1.341
H 0.629 -1.284 0.345
H -2.560 1.011 3.149
H -0.734 -2.306 0.407
H -0.614 0.332 -0.694
H -0.162 -2.275 -1.869
H -2.007 2.626 2.477
H -0.605 1.556 0.879
H -1.556 -1.079 2.244
*
```

The orbital gap is 4.65 eV. The calculation puts the energy above the lowest of the compared OMol25 structures with the same formula, charge and spin at 7.092 eV.

=====

No. 7
ORCA calculation (ωB97M-V/def2-TZVPD) on a structure of composition C39H37N8O3RbS3.

ORCA input file:
```
! wB97M-V def2-TZVPD RIJCOSX def2/J DEFGRID3
* xyz -2 1
Rb 0.139 -0.427 -0.393
S -4.013 -1.714 2.041
S -0.508 8.061 2.581
S -2.189 0.660 2.576
O 2.262 1.865 -4.272
O 0.045 -3.076 -0.739
O -0.727 2.735 -4.603
N -0.022 8.022 0.029
N -0.147 -1.528 2.230
N -1.471 -1.961 2.139
N -0.331 3.044 0.613
N 2.946 -1.289 -1.402
N 2.220 1.752 -0.765
N -1.857 0.316 -2.299
N 0.412 1.696 -2.874
C -1.803 0.965 -3.459
C -0.302 5.823 0.941
C 0.719 -2.426 1.950
C 0.568 -4.874 2.377
C -3.539 -1.636 6.729
C -0.515 3.597 1.808
C -5.558 -2.898 6.441
C -2.859 -0.526 -2.079
C -3.859 -0.775 -3.007
C 4.067 2.926 0.205
C 2.163 -2.017 2.062
C 3.941 -1.449 -3.827
C -4.463 -2.549 7.221
C -3.705 -1.070 5.473
C 0.131 -4.034 0.102
C 1.689 1.919 -3.171
C 2.554 2.240 -1.959
C -3.813 -0.083 -4.209
C 0.359 -6.196 1.987
C -0.616 1.882 -3.721
C 4.719 -2.767 -3.934
C 3.406 -1.354 -2.456
C -5.720 -2.335 5.182
C 3.658 3.072 -2.142
C 4.418 3.427 -1.041
C 2.965 2.086 0.285
C 0.453 -3.818 1.488
C -2.345 -1.021 2.309
C -2.776 0.807 -4.440
C -0.073 -5.404 -0.259
C 0.034 -6.438 0.653
C 2.754 -1.455 -4.803
C -4.801 -1.415 4.682
C -4.964 -0.829 3.308
C -0.502 4.970 2.021
C -0.152 3.855 -0.424
C 4.860 -0.250 -4.099
C -0.132 5.237 -0.312
C -0.274 7.296 1.131
H 2.240 -1.017 2.494
H -2.689 1.377 -5.354
H 2.704 -2.731 2.689
H -6.569 -2.621 4.567
H -0.648 5.377 3.011
H -0.683 2.901 2.625
H 3.139 -1.497 -5.827
H -4.326 -2.994 8.200
H -4.636 0.211 3.275
H 5.135 -2.856 -4.941
H 5.649 -0.186 -3.347
H 0.808 -4.655 3.416
H 2.116 -2.324 -4.628
H 5.272 4.087 -1.149
H 4.629 3.175 1.096
H 5.540 -2.797 -3.215
H -0.142 -7.458 0.320
H 0.432 -7.006 2.704
H -4.644 -1.486 -2.786
H -0.331 -5.603 -1.295
H -6.283 -3.615 6.810
H 5.325 -0.381 -5.081
H 4.282 0.677 -4.106
H -0.086 9.021 0.106
H -0.014 7.603 -0.884
H -6.008 -0.884 2.993
H 2.658 1.665 1.239
H -2.672 -1.368 7.324
H -0.013 3.368 -1.386
H 3.886 3.419 -3.141
H -2.858 -1.038 -1.119
H 0.025 5.802 -1.221
H -2.975 -0.369 5.076
H -4.576 -0.241 -4.963
H 2.166 -0.544 -4.700
H 4.066 -3.621 -3.748
H 2.636 -2.034 1.075
*
```

The orbital gap is 4.79 eV. The calculation puts the energy above the lowest of the compared OMol25 structures with the same formula, charge and spin at 1.403 eV.

=====

No. 8
ORCA calculation (ωB97M-V/def2-TZVPD) on a cluster of 4 separate species, C29H28FN3O20P in total.

ORCA input file:
```
! wB97M-V def2-TZVPD RIJCOSX def2/J DEFGRID3
* xyz -1 1
P -2.122 1.744 0.143
F -2.908 2.648 5.802
O -4.736 0.391 -5.841
O 2.704 -0.399 0.856
O -0.393 0.226 6.765
O 10.892 0.902 0.275
O -1.059 2.902 3.671
O -4.062 -1.140 0.316
O 5.792 -0.216 -2.674
O -4.489 1.155 5.555
O 11.981 0.213 -4.238
O 9.611 -0.838 -4.768
O 0.797 0.730 -0.631
O 3.934 0.969 -4.104
O 8.557 -0.225 -0.234
O -4.644 3.328 1.978
O -1.770 3.975 1.847
O -3.710 0.502 -3.397
O -6.046 -3.463 -2.467
O -6.999 -3.614 -4.915
O -0.076 0.069 4.551
O -1.555 0.539 -0.531
N -3.538 1.394 2.611
N -4.509 3.023 4.201
N -3.731 -1.732 2.532
C 1.982 0.539 -1.168
C -4.506 -0.515 -3.692
C -5.046 -0.523 -5.098
C 3.586 0.662 -2.973
C -2.186 1.587 1.997
C 4.606 -0.010 -2.097
C 9.857 -0.450 -3.519
C 11.549 0.617 -1.957
C -6.217 -2.579 -4.618
C -0.143 0.745 5.714
C -5.909 -1.622 -5.500
C 9.303 -0.130 -1.189
C 8.965 -0.578 -2.529
C -4.981 -2.469 2.808
C 11.217 0.147 -3.291
C 10.655 0.493 -0.966
C 2.270 0.899 -2.435
C 3.016 -0.113 -0.281
C -5.697 -2.557 -3.206
C -4.492 0.581 1.842
C 4.339 -0.371 -0.838
C -1.624 2.957 2.559
C -2.734 -2.723 2.102
C -4.818 -1.476 -2.807
C -1.375 -0.002 3.866
C -1.170 0.509 2.443
C -4.238 2.627 2.853
C -3.982 2.172 5.215
C -4.060 -0.827 1.476
H -2.068 0.601 4.438
H 10.084 0.691 0.784
H -2.907 -3.120 1.099
H -5.373 0.462 2.491
H -5.518 2.997 4.305
H -4.863 1.070 0.939
H -7.051 -4.142 -4.094
H 7.986 -1.007 -2.681
H 5.705 0.144 -3.579
H -5.772 -1.788 3.124
H 0.075 1.820 5.694
H -3.652 1.046 -4.205
H -4.822 -3.191 3.608
H -5.314 -3.033 1.927
H 12.523 1.061 -1.807
H -3.377 2.131 -0.372
H 5.070 -0.852 -0.203
H -1.277 2.825 -0.141
H -1.715 -2.353 2.199
H -1.269 -0.327 1.741
H 10.419 -0.634 -5.276
H 0.845 0.388 0.282
H 1.540 1.368 -3.079
H -0.152 0.886 2.383
H -6.279 -1.626 -6.516
H -4.438 -1.481 -1.794
H -1.680 -1.042 3.929
H -2.806 -3.566 2.792
*
```

The orbital gap is 5.50 eV.

=====

Number 2 is which compound?
C4H8F2